DFT (ωB97M-V with the def2-TZVPD basis set) results for a structure of composition C6H9CrF11N4O19S5.

Computed properties:
E_HOMO (alpha / beta)	-3.6 / -4.1	eV
largest force on an atom	3.1	eV/A
E_tot	-6016.50607	hartree
HOMO-LUMO gap (alpha / beta)	7.6 / 8.1	eV
net charge	-2
LUMO level (alpha / beta)	4.02 / 4.02	eV
energy above the lowest of the compared OMol25 structures with the same formula, charge and spin	0.00	kJ/mol
multiplicity	5
⟨S²⟩	6.0055

Last column: natural (NBO) charge in e.
CARTESIAN COORDINATES (ANGSTROEM)
Cr1 34.624 -6.062 8.697  1.30
C1 37.516 -4.614 11.855  0.69
F1 37.194 -3.416 11.325  -0.36
F2 38.770 -4.494 12.304  -0.33
F3 36.715 -4.838 12.892  -0.32
S1 37.395 -5.978 10.579  2.38
O1 38.272 -5.496 9.540  -0.96
O2 37.806 -7.137 11.312  -0.92
O3 35.962 -5.933 10.243  -1.03
C2 32.972 -9.942 10.894  0.68
F4 33.148 -11.163 11.422  -0.33
F5 31.860 -9.950 10.149  -0.33
F6 32.748 -9.092 11.927  -0.35
S2 34.484 -9.469 9.899  2.39
O4 34.394 -10.364 8.774  -0.95
O5 34.259 -8.051 9.613  -1.05
O6 35.554 -9.711 10.839  -0.96
C3 38.146 -7.779 6.049  0.70
F7 38.475 -9.058 6.081  -0.31
F8 38.756 -7.144 7.070  -0.32
F9 38.645 -7.232 4.935  -0.34
S3 36.278 -7.561 6.230  2.35
O7 36.091 -7.173 7.637  -1.01
O8 36.012 -6.469 5.301  -1.00
O9 35.752 -8.846 5.861  -0.92
N1 33.058 -6.364 7.395  -1.23
S4 32.319 -5.133 6.684  2.50
O10 31.148 -4.654 7.357  -0.93
O11 32.332 -5.188 5.256  -0.91
F10 33.401 -4.006 7.015  -0.49
S5 31.939 -7.625 7.118  2.49
O12 32.603 -8.830 6.783  -0.85
O13 30.743 -7.272 6.434  -0.90
F11 31.510 -7.792 8.628  -0.49
C4 35.130 -1.753 10.490  -0.48
N2 34.151 -2.859 10.316  0.56
O14 34.319 -3.611 9.382  -0.35
O15 33.208 -2.882 11.084  -0.40
H1 35.740 -1.964 11.360  0.25
H2 34.516 -0.871 10.649  0.22
H3 35.743 -1.679 9.600  0.24
C5 37.656 -4.038 5.747  -0.51
N3 36.398 -3.669 6.444  0.56
O16 36.145 -4.346 7.418  -0.37
O17 35.765 -2.703 6.065  -0.39
H4 37.939 -3.295 5.008  0.20
H5 37.438 -4.978 5.245  0.29
H6 38.413 -4.218 6.503  0.24
C6 30.932 -5.555 11.847  -0.48
N4 32.400 -5.703 11.713  0.56
O18 32.820 -5.888 10.596  -0.36
O19 33.071 -5.679 12.723  -0.37
H7 30.640 -4.734 11.196  0.24
H8 30.764 -5.332 12.895  0.22
H9 30.443 -6.467 11.519  0.24